# 1
The following is a quantum chemistry calculation of an isolated molecule of C8H13BrO, from OMol25.

XYZ file:
```
23
Properties=species:S:1:pos:R:3:forces:R:3:nbo_charge:R:1
C 0.14997 3.83826 -0.41157 1.7 -2.4 3.0 -0.349
C -0.47585 2.70562 -0.56966 -1.2 -1.8 -0.6 -0.201
C -0.62017 0.01900 -0.62686 1.6 1.8 1.3 0.638
C 0.83596 -0.98275 1.34348 -2.1 1.9 -1.5 -0.613
C -0.99233 -2.38186 0.12439 2.4 -0.1 1.1 -0.594
C 1.08004 -1.59677 -0.97151 2.7 2.2 -0.8 -0.584
C -0.41212 1.41480 0.18406 -0.8 -0.6 -0.7 -0.338
C 0.05472 -1.22761 -0.02748 -1.9 0.6 3.2 -0.151
O -1.04519 0.01360 -1.73651 -0.9 0.1 -0.6 -0.529
Br -1.87863 1.39997 1.52708 0.2 0.0 -0.2 -0.010
H -0.19183 4.65190 -0.89287 -0.6 2.8 -1.7 0.203
H 0.87248 3.88023 0.39959 0.2 0.5 -0.2 0.187
H -1.22631 2.68194 -1.31151 -0.9 -0.1 -0.9 0.204
H 1.22451 -1.88825 1.59918 1.6 -2.4 0.7 0.211
H 0.26563 -0.66161 2.17119 -1.6 0.0 0.9 0.220
H 1.55178 -0.17361 1.36635 0.8 -0.2 -0.9 0.205
H -1.47687 -2.63384 -0.75600 -0.8 -0.1 -2.0 0.220
H -0.49142 -3.31561 0.44215 0.1 0.5 -0.1 0.204
H -1.72248 -2.20206 0.85292 -1.1 0.6 1.1 0.217
H 1.87797 -0.71492 -0.88689 -1.3 -2.1 -0.8 0.198
H 1.50462 -2.50778 -0.64606 0.9 -1.0 0.1 0.211
H 0.64508 -1.68588 -1.93744 0.1 -0.1 -1.1 0.229
H 0.47043 1.36723 0.76396 0.8 -0.2 0.6 0.220
```
Positions in Å, forces in eV/Å.

Results
Total energy (eV): -80594.9139
Total charge: 0
Structure (SMILES): C=C[C@@H](Br)C(=O)C(C)(C)C
Spin multiplicity: 1
LUMO level (eV): 0.36
M (g/mol): 205.1
Energy relative to the best compared isomer or geometry (same formula, charge and spin) (kcal/mol): 0.0
E_HOMO (eV): -9.58

---

# 2
The following is a quantum chemistry calculation of a cluster of 2 separate species, C16H18ClN4O in total, from OMol25.

XYZ file:
```
40
Properties=species:S:1:pos:R:3:forces:R:3:nbo_charge:R:1
N -1.16910 0.30018 2.68286 -0.9 2.2 -3.2 -0.802
C -1.33991 0.99433 1.34944 -0.6 -0.2 -0.9 0.477
N -0.53255 2.29001 1.14291 -2.6 -1.5 -3.4 -0.558
C -0.57193 3.08252 -0.14904 -2.3 -1.7 -1.9 0.286
C 0.32536 4.46855 -0.40480 0.1 -1.7 -0.4 -0.538
C 1.36661 4.06524 -1.64895 0.6 4.7 -5.1 0.528
O 1.56575 4.87935 -2.69131 -1.4 -6.0 7.5 -0.466
Cl 2.21108 2.39160 -1.51950 -1.2 2.4 -0.1 -0.041
C -1.49523 2.60365 -1.44265 0.3 -2.5 4.7 -0.258
C -2.35981 1.22096 -1.26442 2.4 1.2 3.1 -0.073
C -2.31483 0.37723 0.14613 1.6 2.5 -1.0 -0.096
C -3.16332 -1.01020 0.35668 -2.6 -3.7 0.7 -0.099
C -4.83045 -1.11962 0.25639 3.2 -3.0 0.9 -0.232
C -5.45336 -2.59471 0.55076 1.6 0.8 -0.2 0.022
N -4.80182 -3.89881 0.86106 3.3 4.7 -0.9 -0.388
C -3.31251 -3.88546 0.91979 -1.6 4.3 -0.8 0.029
C -2.49955 -2.49470 0.70158 -1.5 0.6 -0.3 -0.257
H -1.68061 -0.60747 2.74131 0.4 1.2 -0.3 0.436
H -1.35393 0.92538 3.49770 0.3 -0.7 -1.0 0.415
H 0.09087 2.63135 1.90957 -0.8 -0.6 -0.9 0.453
H -0.36282 5.34415 -0.78761 1.5 -1.9 0.8 0.303
H 0.95644 4.77678 0.53251 -1.2 -0.6 -1.8 0.278
H -1.52478 3.22878 -2.43175 0.2 -1.3 2.2 0.289
H -2.99948 0.83865 -2.16796 1.3 0.7 2.1 0.277
H -5.49684 -0.18012 -0.00765 1.5 -2.3 0.7 0.258
H -6.64795 -2.63434 0.50639 3.0 -0.1 0.1 0.241
H -2.68399 -4.87599 1.12792 -1.8 2.4 -0.5 0.263
H -1.31355 -2.55002 0.76510 -2.8 0.1 -0.2 0.250
C 4.20341 -1.85516 -1.82378 0.0 0.0 -0.2 -0.616
C 4.50278 -0.81349 -0.75050 -0.1 0.0 -0.4 -0.381
C 4.73830 -1.43137 0.62921 -1.0 -0.4 0.2 -0.505
C 3.49559 -2.18576 1.07289 -6.8 -4.3 2.8 0.298
N 2.46452 -2.81155 1.44093 8.1 5.1 -3.0 -0.362
H 3.28230 -2.40552 -1.60724 0.1 0.0 0.0 0.216
H 4.07073 -1.37109 -2.79662 0.1 -0.1 0.1 0.220
H 5.02415 -2.57633 -1.91049 -0.1 0.1 0.0 0.213
H 3.66785 -0.10370 -0.70260 0.1 -0.1 0.1 0.192
H 5.39200 -0.24526 -1.04489 -0.1 0.0 0.2 0.219
H 4.96211 -0.64636 1.35905 -0.1 -0.3 0.0 0.252
H 5.58846 -2.12168 0.60158 -0.2 0.0 0.1 0.255
```
Positions in Å, forces in eV/Å.

Results
Total energy (eV): -37392.2485
Total charge: +1
Spin multiplicity: 1
LUMO level (eV): -5.04
M (g/mol): 317.8
E_HOMO (eV): -11.81

---

# 3
The following is a quantum chemistry calculation of a structure of composition C32H73F9N5O11Zn, from OMol25.

XYZ file:
```
131
Properties=species:S:1:pos:R:3:forces:R:3:mulliken_charge:R:1
Zn 1.83478 -2.01398 -1.61354 -0.3 0.3 -0.4 0.637
C 0.33707 2.51337 -0.71689 2.4 -3.2 1.3 -0.105
O -0.55809 1.54681 -0.04070 -0.3 1.5 0.2 -0.257
O 1.37221 1.74390 -1.31105 -2.3 1.8 0.6 -0.630
C -0.39840 3.51727 -1.60737 -0.7 -1.9 0.4 0.853
F -1.40797 2.85079 -2.14152 -1.8 -0.1 -0.4 -0.271
F -0.87978 4.62510 -0.97847 0.3 -0.5 0.0 -0.282
F 0.32464 3.88312 -2.61268 1.6 1.4 -1.2 -0.256
C -1.26507 2.02199 1.15886 0.1 -0.6 -1.0 -0.189
C -2.34716 0.99379 1.57196 0.5 0.7 -0.7 -1.179
H -2.91077 0.63844 0.70931 0.2 0.0 -0.2 0.311
H -1.90450 0.12994 2.06785 -0.2 0.1 0.2 0.275
H -3.08996 1.52145 2.17022 0.2 -0.2 0.5 0.374
H -1.72307 2.99266 0.96878 -0.2 0.1 -0.2 0.272
H -0.55748 2.17904 1.97296 0.2 -0.1 0.1 0.309
H 0.82691 3.08505 0.07136 0.2 0.4 0.5 0.266
C 1.19677 -3.37356 -6.29038 0.5 1.0 4.3 -0.122
O 0.11705 -2.64470 -5.61682 -1.5 -0.8 -1.5 -0.295
O 2.07943 -3.39917 -5.12596 -1.1 -1.0 -3.3 -0.613
C 0.69178 -4.75271 -6.95307 -0.8 0.7 1.8 0.838
F 1.38612 -5.12706 -8.00253 1.8 -0.5 -0.4 -0.284
F 0.58344 -5.78347 -6.06633 0.5 0.8 -0.7 -0.259
F -0.52805 -4.59817 -7.49222 -1.1 0.4 0.4 -0.279
C -0.83857 -1.88289 -6.40243 0.5 0.6 -0.9 -0.259
C -2.26539 -1.82570 -5.86002 0.5 -0.6 1.1 -1.169
H -2.25642 -1.85853 -4.77055 0.1 0.3 0.2 0.303
H -2.79446 -0.92166 -6.16152 0.1 -0.1 -0.2 0.349
H -2.84788 -2.71275 -6.10891 0.0 0.0 -0.4 0.282
H -0.93846 -2.14343 -7.45611 0.3 -1.0 -0.1 0.302
H -0.41141 -0.89086 -6.54908 -0.1 0.5 0.7 0.370
H 1.58553 -2.73528 -7.08383 0.2 -0.1 -0.4 0.286
C 2.54141 -3.95999 4.54253 -1.0 -0.6 -3.3 0.017
O 1.16740 -4.15083 4.88070 -0.4 0.9 -0.2 -0.263
O 2.56746 -3.39764 3.21024 0.7 -0.7 4.4 -0.640
C 3.34405 -3.47467 5.78454 -1.5 -1.5 -0.1 0.777
F 2.91532 -2.37843 6.29603 -1.6 2.3 1.3 -0.266
F 3.28330 -4.45059 6.78956 -0.4 0.4 -0.5 -0.285
F 4.59699 -3.32115 5.61925 3.4 0.1 -1.4 -0.277
C 0.76429 -4.86010 6.01534 -1.2 -0.7 -0.2 0.012
C -0.61531 -5.45618 5.82794 -1.6 0.1 -0.2 -1.411
H -0.94087 -6.02230 6.70064 0.7 -0.5 0.2 0.404
H -1.48367 -4.79801 5.79856 0.3 0.9 -0.5 0.329
H -0.70505 -6.09343 4.94819 0.3 -0.1 0.0 0.327
H 0.67603 -4.19541 6.87470 0.7 -0.2 0.4 0.231
H 1.31613 -5.79166 6.14093 1.0 0.5 0.6 0.244
H 2.93044 -4.97684 4.48994 0.5 -0.6 -0.4 0.219
C 8.33141 1.41829 -7.46217 1.6 -0.9 0.3 -1.305
C 9.47330 0.57712 -6.68276 -0.8 1.0 0.3 0.275
C 10.87830 1.07817 -7.02229 -0.4 -1.1 -0.9 -0.788
O 11.97661 0.47282 -6.29432 -0.6 1.9 -1.7 -0.327
C 13.19292 1.06373 -6.87554 -0.6 -2.0 2.2 -0.727
N 9.38086 0.71601 -5.21452 -0.5 0.1 -0.6 -0.626
H 8.42879 2.48745 -7.27372 -0.3 0.0 0.4 0.344
H 7.36676 0.98716 -7.19446 0.0 0.4 0.3 0.361
H 8.39228 1.30818 -8.54489 0.3 -0.2 -0.1 0.357
H 9.26243 -0.45641 -6.95745 0.5 -0.2 0.1 0.302
H 10.82884 2.16583 -6.97070 0.4 0.3 0.6 0.363
H 11.01968 0.88934 -8.08646 0.2 -0.1 -0.3 0.387
H 13.25479 2.12923 -6.65420 -0.2 0.1 -0.6 0.304
H 13.33096 0.70158 -7.89431 -0.1 0.6 -0.2 0.315
H 13.92283 0.56377 -6.23886 0.5 0.2 -0.3 0.257
H 8.40669 0.74999 -4.95006 -0.3 -0.4 0.2 0.248
H 9.67400 1.66417 -5.02699 0.4 0.2 0.3 0.260
C 8.39750 6.88241 0.38775 -0.9 0.9 -0.2 -1.359
C 6.88249 6.47399 0.22287 1.8 1.5 1.2 0.260
C 6.00257 7.64275 0.83482 1.3 -1.1 -0.8 -0.627
O 6.37084 7.94217 2.14262 0.7 0.4 1.1 -0.315
C 5.73682 9.14655 2.56494 -0.6 -1.2 0.2 -0.690
N 6.71389 6.21733 -1.20158 -1.2 -0.9 0.3 -0.713
H 8.66925 7.25761 1.37440 0.0 -0.8 0.3 0.343
H 8.53303 7.79094 -0.19902 -0.1 0.1 -0.5 0.313
H 9.08811 6.16346 -0.05299 -0.2 -0.2 0.4 0.336
H 6.72405 5.56244 0.79914 -0.2 -0.1 -0.2 0.424
H 4.93803 7.40864 0.84229 -0.2 0.2 -0.7 0.347
H 6.33935 8.49454 0.24395 -0.8 0.4 -0.6 0.308
H 6.05442 9.44241 3.56478 0.6 0.0 -0.3 0.255
H 4.68880 8.88263 2.70680 -0.5 0.4 -0.2 0.293
H 5.83610 9.92562 1.80910 0.1 0.2 0.1 0.297
H 6.32085 6.96746 -1.75196 0.3 0.7 0.2 0.247
H 5.97583 5.52925 -1.24520 -0.1 -0.4 -0.4 0.281
C -4.47567 -2.01041 11.17306 1.2 -1.0 0.9 -1.453
C -4.42191 -0.92433 10.16192 -0.7 0.5 -1.0 0.676
C -3.06387 -0.25163 9.84448 0.1 -1.0 0.5 -0.660
O -2.68851 0.31203 11.08669 0.3 1.0 0.1 -0.339
C -1.26964 0.63451 11.24375 -2.1 -1.2 -2.4 -0.759
N -5.15765 -1.34715 8.98369 -0.5 0.6 -1.1 -0.565
H -3.76538 -2.80377 10.94031 0.0 -0.2 0.1 0.279
H -5.47548 -2.44438 11.18547 0.0 0.1 0.0 0.390
H -4.25448 -1.61458 12.16427 0.1 -0.1 0.1 0.314
H -4.99430 -0.17557 10.70947 -0.2 0.8 -0.7 0.073
H -3.00316 0.39536 8.96937 -1.1 1.2 0.3 0.425
H -2.30514 -0.91857 9.43507 0.3 -1.2 0.8 0.388
H -0.85952 -0.37238 11.32177 1.0 0.4 1.4 0.330
H -1.18675 1.47708 11.93026 0.4 -0.8 0.3 0.244
H -0.93342 0.90293 10.24225 0.3 0.8 0.0 0.317
H -4.74402 -1.68278 8.12557 0.5 0.2 0.5 0.158
H -6.04774 -1.80419 9.12136 0.3 0.1 0.3 0.183
C -1.70488 -6.87565 -1.34042 0.4 -0.4 0.0 -1.476
C -2.71521 -5.79038 -1.66495 -0.7 -0.5 -0.2 0.601
C -4.17545 -6.04229 -1.12424 0.8 0.1 0.5 -0.858
O -5.12668 -5.12739 -1.66806 -0.1 -0.5 -1.1 -0.349
C -5.71741 -5.63635 -2.85562 -0.5 -0.6 -0.8 -0.800
N -2.22167 -4.52502 -1.15298 -0.3 0.1 0.1 -0.637
H -0.70931 -6.71428 -1.75381 -0.1 0.7 -0.3 0.389
H -1.94073 -7.86035 -1.74397 -0.5 -0.1 0.3 0.384
H -1.50193 -6.92079 -0.27043 -0.4 -0.3 0.2 0.332
H -2.79036 -5.68965 -2.74768 -0.1 -0.1 -0.2 0.206
H -4.19361 -5.82340 -0.05660 0.3 0.1 0.2 0.312
H -4.50915 -7.07915 -1.16482 -0.1 -0.2 -0.6 0.404
H -6.18002 -4.92377 -3.53849 0.2 0.9 0.7 0.316
H -6.52769 -6.34378 -2.67928 -0.1 -0.2 0.7 0.306
H -5.06256 -6.17698 -3.53899 0.8 0.0 0.3 0.313
H -1.97073 -4.69644 -0.18979 0.3 0.1 0.4 0.289
H -3.05843 -3.96397 -1.08107 0.0 0.8 -0.1 0.271
C -10.80040 0.89713 -1.50896 0.4 -1.9 0.4 -1.314
C -10.26499 2.12760 -0.86038 -0.5 1.8 -1.4 0.324
C -9.64862 3.09306 -1.92058 0.0 -1.8 0.6 -0.763
O -10.65999 3.41046 -2.88498 1.3 0.4 1.6 -0.306
C -10.07109 4.18807 -3.88402 -1.4 0.3 -1.4 -0.743
N -11.39085 2.76865 -0.23785 -1.0 0.9 1.4 -0.760
H -10.08576 0.34243 -2.11699 0.2 0.4 -0.4 0.343
H -11.73641 1.01343 -2.05527 0.2 0.2 0.1 0.285
H -10.93090 0.19383 -0.68650 -0.7 -0.1 0.0 0.370
H -9.57486 1.86172 -0.05968 0.4 0.1 -0.3 0.351
H -8.85916 2.51504 -2.40093 0.2 0.0 -0.4 0.427
H -9.13276 3.94207 -1.47204 -0.5 0.5 0.1 0.414
H -9.06299 3.85219 -4.12695 -0.1 -0.1 -0.3 0.305
H -10.09861 5.27459 -3.80147 0.5 0.3 1.3 0.281
H -10.81585 4.12134 -4.67710 0.6 -0.6 -0.8 0.258
H -11.14278 3.67184 0.14004 0.4 0.0 0.5 0.241
H -12.13600 3.04582 -0.86077 0.1 -0.6 -0.6 0.286
```
Positions in Å, forces in eV/Å.

Results
Total energy (eV): -137199.9831
Total charge: -1
Spin multiplicity: 1
LUMO level (eV): -3.08
M (g/mol): 940.3
E_HOMO (eV): -5.26

---

# 4
The following is a quantum chemistry calculation of an isolated molecule of C3H6N4, from OMol25.

XYZ file:
```
13
Properties=species:S:1:pos:R:3:forces:R:3:nbo_charge:R:1
C -1.26095 -1.14733 -0.04667 0.8 1.4 0.3 -0.211
C -1.79054 1.03745 0.15855 2.4 -0.8 0.2 0.150
C 0.05848 -0.69416 0.12222 1.6 -0.5 0.6 0.325
N -2.17258 -0.14663 0.05113 0.2 0.4 -0.1 -0.368
N 0.19343 0.59342 0.34281 -4.0 1.5 0.1 -0.321
N 1.25246 -1.49374 0.30088 0.2 0.0 -2.1 -0.810
N 1.29513 1.35979 -0.03567 -0.1 0.6 -1.5 -0.646
H -1.48073 -2.08769 -0.44188 -0.6 -1.3 0.0 0.206
H -2.08500 1.95776 0.68929 0.1 -0.8 -0.3 0.214
H 2.04287 -0.86089 0.45217 -0.4 0.0 0.3 0.377
H 1.57359 -2.02143 -0.54669 -1.0 0.3 1.0 0.372
H 0.91200 2.34151 0.02695 1.0 -1.4 -0.2 0.373
H 1.46184 1.16194 -1.07309 -0.2 0.6 1.6 0.338
```
Positions in Å, forces in eV/Å.

Results
Total energy (eV): -9164.7852
Total charge: 0
Spin multiplicity: 1
LUMO level (eV): 0.64
M (g/mol): 98.1
Energy relative to the best compared isomer or geometry (same formula, charge and spin) (kcal/mol): 93.9
E_HOMO (eV): -7.69

---

# 5
The following is a quantum chemistry calculation of an isolated molecule of C5H2O5, from OMol25.

XYZ file:
```
12
Properties=species:S:1:pos:R:3:forces:R:3:nbo_charge:R:1
O -1.10812 2.25681 1.49050 0.9 -1.6 -1.3 -0.387
O 1.53444 1.99678 -0.01070 -3.0 -1.6 0.1 -0.497
O -2.48285 -0.34090 1.08450 2.3 1.1 -0.4 -0.447
O 1.66005 -0.61652 -1.27016 -1.5 0.3 1.4 -0.655
O -0.70989 -2.20365 -0.29684 0.5 1.2 0.2 -0.616
C -0.68285 1.30692 0.84408 -1.7 3.0 2.1 0.369
C 0.55981 1.20694 0.08256 5.2 1.3 -0.9 0.372
C -1.35214 0.00110 0.72033 -3.6 -2.9 0.3 0.379
C 0.65631 -0.16140 -0.43730 -0.3 -0.8 -1.0 0.207
C -0.46005 -0.88982 -0.03628 2.1 -0.8 -1.2 0.248
H 2.31973 0.07671 -1.44070 -0.3 0.2 0.3 0.520
H 0.06556 -2.63298 -0.72999 -0.7 0.7 0.3 0.508
```
Positions in Å, forces in eV/Å.

Results
Total energy (eV): -15452.8441
Total charge: 0
Structure (SMILES): O=c1c(O)c(O)c(=O)c1=O
Spin multiplicity: 1
LUMO level (eV): -1.70
M (g/mol): 142.1
Energy relative to the best compared isomer or geometry (same formula, charge and spin) (kcal/mol): 0.0
E_HOMO (eV): -10.16

---

# 6
The following is a quantum chemistry calculation of a cluster of 2 separate species, C14H16O in total, from OMol25.

XYZ file:
```
31
Properties=species:S:1:pos:R:3:forces:R:3:nbo_charge:R:1
C 1.37349 -4.48140 -1.40130 -0.9 -0.4 -1.4 -0.640
C 0.54351 -2.15251 -0.95183 -0.1 -0.6 0.6 -0.236
C 1.21407 -3.29515 -0.52665 0.5 0.2 1.1 0.008
C 0.59845 -1.01951 -0.16712 -0.1 2.0 -0.9 -0.191
C 1.36086 -0.87343 0.96492 0.5 -1.8 0.4 -0.238
C 1.87044 -3.23420 0.72957 0.1 0.1 -1.1 -0.228
C 2.02861 -2.03570 1.39739 -1.1 0.4 0.8 -0.197
H -0.13603 -2.14965 -1.79562 0.4 -0.1 -0.3 0.211
H 0.15059 -0.10070 -0.54805 -0.4 -0.4 0.1 0.217
H 1.89585 -5.34393 -1.00060 0.3 0.2 0.3 0.220
H 1.84707 -4.13528 -2.32688 0.4 -0.2 0.2 0.224
H 1.32884 0.01348 1.57630 0.2 0.2 -0.1 0.214
H 2.29098 -4.13684 1.15457 0.2 0.0 -0.1 0.207
H 2.47326 -2.04937 2.38191 0.4 0.1 0.0 0.206
H 0.42642 -4.87003 -1.80522 -0.1 0.1 0.4 0.217
C -3.29621 1.69438 -1.71935 -1.0 -1.0 -2.1 -0.639
C -0.02281 2.52498 0.89654 -1.6 0.5 0.8 0.293
C 0.15734 2.52307 -0.46786 -0.1 -1.3 0.1 -0.293
C -1.27899 2.12812 1.42335 0.3 -0.5 -0.2 -0.261
C -0.90932 2.09863 -1.29083 1.3 1.0 -0.2 -0.192
C -2.24335 1.61460 0.59489 -0.3 -0.1 -1.0 -0.176
C -2.14355 1.75942 -0.79995 0.4 0.2 0.4 -0.062
O 0.87300 3.00006 1.80664 0.5 -0.1 0.3 -0.681
H 1.16433 2.65387 -0.84649 -0.1 0.3 -0.3 0.215
H 1.78582 2.81348 1.55764 -0.2 0.1 -0.2 0.482
H -1.58053 2.15636 2.46029 0.9 0.0 0.3 0.228
H -0.71144 2.11963 -2.35861 -0.3 0.0 0.0 0.211
H -3.05771 1.00215 0.97038 -0.4 0.7 0.3 0.213
H -3.32970 2.46760 -2.49849 0.4 0.5 0.7 0.225
H -4.29537 1.69237 -1.29384 0.1 -0.1 0.5 0.223
H -3.27410 0.84390 -2.42814 0.1 -0.3 0.7 0.218
```
Positions in Å, forces in eV/Å.

Results
Total energy (eV): -16824.1358
Total charge: 0
Structure (SMILES): Cc1ccc(O)cc1.Cc1ccccc1
Spin multiplicity: 1
LUMO level (eV): 0.80
M (g/mol): 200.3
Energy relative to the best compared isomer or geometry (same formula, charge and spin) (kcal/mol): 25.4
E_HOMO (eV): -8.42